(1)
{
  "formula": "C8H23FN2O6S",
  "method": "wB97M-V/def2-TZVPD",
  "orbital_gap_ev": 9.278,
  "charge": 0,
  "species": ["H", "N", "C", "C", "C", "N", "O", "C", "C", "S", "O", "O", "F", "H", "H", "H", "H", "H", "H", "H", "H", "H", "H", "C", "O", "H", "H", "H", "H", "C", "O", "H", "H", "H", "H", "C", "O", "H", "H", "H", "H"],
  "coordinates": [[2.4504, 0.2166, 0.2031], [1.6289, 0.8154, -0.1056], [0.6836, -0.0584, -0.6337], [0.9763, -1.6854, -0.7354], [-0.7864, 0.4484, -1.2486], [-1.7302, -0.7208, -1.0815], [-2.3141, -0.7612, 0.1269], [-3.5020, 0.1005, 0.2120], [-3.6445, 0.5162, 1.8252], [-2.8595, -0.8859, -2.4013], [-2.0110, -1.3858, -3.6353], [-3.9398, -2.0043, -2.1837], [-3.5591, 0.6193, -2.9237], [1.9869, -1.9016, -0.1379], [1.1570, -2.0190, -1.8655], [0.1556, -2.3455, -0.2002], [-0.5887, 0.6571, -2.4045], [-1.1553, 1.4563, -0.7717], [-4.4631, -0.5448, -0.0216], [-3.4371, 1.1035, -0.3870], [-3.7270, -0.4860, 2.4666], [-2.7670, 1.2148, 2.1748], [-4.6746, 1.0716, 1.9674], [-3.3526, 0.5040, 5.4366], [-2.4671, -0.1891, 4.5765], [-4.3800, 0.2345, 5.1808], [-3.1514, 0.2214, 6.4729], [-3.2181, 1.5808, 5.3086], [-1.5641, 0.0698, 4.8272], [5.6326, 1.5943, -0.3324], [4.8973, 0.8564, 0.6263], [5.0682, 1.6235, -1.2674], [5.7857, 2.6138, 0.0302], [6.5962, 1.1093, -0.5061], [5.4226, 0.8477, 1.4445], [3.2040, -0.5715, -3.5214], [3.7562, -1.4093, -2.5226], [2.1210, -0.5235, -3.3860], [3.6253, 0.4327, -3.4299], [3.4277, -0.9835, -4.5084], [4.7172, -1.4324, -2.6683]],
  "forces_ev_per_a": [[-1.1, 0.9, -0.6], [-4.0, -4.4, -2.2], [2.7, 1.2, 1.5], [0.7, 0.2, 0.5], [2.2, 0.8, -0.6], [-0.1, 1.6, -2.3], [-1.6, 0.9, 0.9], [-1.7, 1.0, 3.0], [-0.6, -0.6, -0.6], [-0.4, -7.0, -6.5], [-2.6, 3.4, 4.9], [3.5, 5.5, 0.6], [1.2, -2.4, 1.5], [-2.2, 0.6, -1.5], [-0.7, 0.7, 2.5], [1.5, 1.5, -1.4], [-0.6, -0.7, 2.4], [0.7, -2.2, -0.7], [2.1, 1.4, 0.0], [0.1, -2.2, 0.7], [0.5, 2.4, -1.4], [-1.7, -1.6, -0.7], [2.1, -1.0, -0.4], [0.2, 0.1, 0.1], [0.6, -0.1, 0.1], [0.2, 0.0, 0.0], [-0.2, 0.1, 0.1], [-0.2, 0.1, 0.2], [-0.5, -0.2, -0.2], [0.1, 0.0, 0.1], [0.0, -0.2, 0.5], [0.0, -0.1, 0.2], [0.1, 0.1, -0.2], [0.1, 0.2, -0.2], [-0.4, 0.0, -0.4], [0.2, 0.0, -0.1], [0.5, -0.2, 0.2], [0.2, 0.0, 0.0], [-0.2, 0.1, -0.2], [-0.2, 0.2, -0.1], [-0.6, -0.1, 0.2]]
}

***

(2)
{
  "formula": "C3H7NO",
  "method": "wB97M-V/def2-TZVPD",
  "de_lowest_kj_mol": 190.6,
  "orbital_gap_ev": 10.645,
  "charge": 0,
  "species": ["H", "N", "C", "O", "H", "H", "C", "C", "H", "H", "H", "H"],
  "coordinates": [[1.7395, -1.4238, -1.2161], [1.2598, -0.8937, -0.4972], [1.7631, 0.2621, -0.3674], [1.2632, 1.1805, 0.4642], [2.6368, 0.6519, -0.8956], [0.3859, 0.8493, 0.7477], [-1.6737, 0.4830, 0.5698], [-1.3558, -0.6881, 0.0227], [-1.7517, 0.6026, 1.6482], [-1.8696, 1.3593, -0.0427], [-1.2726, -0.8169, -1.0520], [-1.1249, -1.5660, 0.6183]],
  "forces_ev_per_a": [[0.2, 0.0, 0.0], [0.4, 0.3, -0.1], [0.1, -0.2, -0.2], [-0.1, -0.1, 0.0], [-0.1, -0.1, 0.0], [0.2, 0.0, 0.0], [-0.2, -0.2, -0.1], [-0.3, 0.2, 0.1], [0.0, 0.0, -0.1], [0.0, -0.1, 0.1], [-0.1, 0.1, 0.2], [-0.1, 0.2, 0.0]]
}

***

| no. | LUMO level (eV) | energy (eV) | HOMO energy (eV) |
| --- | --- | --- | --- |
| 1 | -0.8 | -37477.668 | -10.121 |
| 2 | 1.1 | -6760.775 | -9.586 |